Molecular formula: C20H24N4O3S
Method: DFT, wB97M-V/def2-TZVPD

As for the HOMO energy: -8.52 eV. As for the strongest force on any atom: 1.25 eV/Å. For the HOMO-LUMO gap, the calculation gives 0.329 Ha. As for the structure (SMILES): CCCCCCn1c(SCC(=O)Nc2cc(C)on2)nc2ccccc2c1=O. For the LUMO energy, the calculation gives 0.42 eV. Its net charge is 0.

Structure (XYZ):
```
52
Properties=species:S:1:pos:R:3:forces:R:3
C 0.704 -0.225 3.693 0.186 -0.132 -0.112
C 1.291 -1.449 2.999 -0.292 0.099 -0.020
C 0.308 -2.065 2.005 0.233 -0.225 0.165
C 0.785 -3.412 1.454 -0.040 0.152 -0.060
C 1.977 -3.310 0.495 -0.232 -0.076 -0.084
C 1.566 -3.256 -0.978 0.446 -0.497 0.217
N 0.666 -2.162 -1.298 -0.305 -0.107 -0.049
C 1.113 -0.894 -1.463 -0.147 0.828 -0.310
S 2.815 -0.555 -1.164 0.505 -0.008 0.147
C 2.895 1.123 -1.851 -0.222 -0.365 -0.180
C 1.755 2.051 -1.448 0.494 0.073 0.106
O 1.303 2.849 -2.231 -0.072 0.288 -0.123
N 1.448 2.017 -0.115 0.252 0.057 0.535
C 0.367 2.663 0.439 -0.755 0.432 0.395
C -0.413 3.721 -0.098 -0.357 0.074 0.403
C -1.337 3.961 0.877 0.534 -0.126 -0.553
C -2.453 4.931 0.970 0.051 -0.190 0.210
O -1.126 3.126 1.908 -0.619 0.634 -0.076
N -0.069 2.321 1.629 0.984 -0.663 -0.397
N 0.400 0.116 -1.806 0.362 -0.383 -0.102
C -0.942 -0.052 -1.990 -0.499 -0.602 0.037
C -1.732 1.048 -2.334 -0.085 -0.053 -0.023
C -3.088 0.882 -2.491 0.121 0.070 -0.001
C -3.680 -0.370 -2.317 -0.079 -0.170 0.025
C -2.910 -1.462 -1.986 0.032 -0.048 0.015
C -1.531 -1.316 -1.818 -0.125 0.494 -0.120
C -0.699 -2.462 -1.478 0.022 -0.062 -0.025
O -1.095 -3.602 -1.359 -0.149 -0.080 0.021
H 1.426 0.200 4.386 0.024 0.112 0.112
H 0.428 0.541 2.971 -0.024 0.004 0.088
H -0.185 -0.501 4.255 -0.124 -0.002 0.090
H 1.552 -2.199 3.750 0.094 -0.069 -0.026
H 2.214 -1.164 2.488 0.102 -0.051 -0.001
H 0.121 -1.359 1.193 -0.090 0.089 -0.042
H -0.645 -2.224 2.515 -0.072 0.071 -0.015
H 1.062 -4.042 2.301 -0.035 -0.038 0.019
H -0.041 -3.905 0.939 0.007 -0.102 0.031
H 2.615 -4.188 0.603 0.099 0.028 -0.029
H 2.583 -2.436 0.738 0.105 -0.056 0.081
H 1.028 -4.171 -1.240 0.161 0.181 -0.021
H 2.457 -3.164 -1.607 -0.145 -0.060 -0.036
H 2.911 1.054 -2.938 -0.066 0.150 0.127
H 3.844 1.532 -1.500 -0.009 -0.028 0.003
H 1.842 1.286 0.463 0.007 -0.024 -0.185
H -0.285 4.198 -1.044 -0.034 0.144 -0.170
H -3.399 4.404 1.084 -0.085 0.019 -0.023
H -2.485 5.542 0.074 -0.014 0.034 -0.030
H -2.321 5.571 1.841 -0.026 0.082 0.015
H -1.250 2.003 -2.469 0.065 0.122 -0.009
H -3.704 1.729 -2.754 -0.045 0.077 -0.025
H -4.746 -0.480 -2.444 -0.082 -0.024 -0.005
H -3.341 -2.442 -1.850 -0.057 -0.071 0.005
```
Positions in Å, forces in eV/Å.

Computed Löwdin charges, given in elementary charges:
1 C -0.1134
2 C -0.2687
3 C -0.2138
4 C -0.1895
5 C -0.1803
6 C -0.1682
7 N 0.0135
8 C -0.5484
9 S 1.0327
10 C -0.3395
11 C -0.5641
12 O 0.0681
13 N 0.1414
14 C -0.2980
15 C 0.0515
16 C -0.3104
17 C 0.0000
18 O 0.0136
19 N 0.1030
20 N 0.1052
21 C -0.1855
22 C 0.0040
23 C -0.0634
24 C -0.0735
25 C -0.0052
26 C -0.0627
27 C -0.3566
28 O 0.0819
29 H 0.0687
30 H 0.0268
31 H 0.0723
32 H 0.1078
33 H 0.0949
34 H 0.1019
35 H 0.1167
36 H 0.1098
37 H 0.1018
38 H 0.1165
39 H 0.0617
40 H 0.1278
41 H 0.1067
42 H 0.0931
43 H 0.0911
44 H 0.1246
45 H 0.1066
46 H 0.0889
47 H 0.0864
48 H 0.0890
49 H 0.1052
50 H 0.1055
51 H 0.1027
52 H 0.1195

Molecular formula: C5H4S
Method: DFT, wB97M-V/def2-TZVPD

As for the HOMO energy: -8.97 eV. As for the strongest force on any atom: 2.85 eV/Å. For the HOMO-LUMO gap, the calculation gives 0.289 Ha. As for the structure (SMILES): C#CC(=S)C=C. For the LUMO energy, the calculation gives -1.12 eV. Its net charge is 0.

Structure (XYZ):
```
10
Properties=species:S:1:pos:R:3:forces:R:3
C -0.148 2.360 -0.034 0.660 -0.758 0.396
C 0.433 1.295 0.011 -0.574 0.591 -0.368
C 1.100 0.014 -0.026 -0.299 -0.658 0.348
S 2.725 -0.072 -0.003 -0.239 0.022 -0.079
C 0.241 -1.224 -0.014 1.415 -0.101 -0.255
C -1.063 -1.184 -0.010 -2.802 0.331 0.392
H -0.570 3.346 0.041 0.081 -0.412 -0.167
H 0.690 -2.228 -0.035 0.418 0.817 -0.002
H -1.756 -2.035 0.014 0.867 -0.095 -0.102
H -1.652 -0.272 0.056 0.473 0.264 -0.164
```
Positions in Å, forces in eV/Å.

Computed Löwdin charges, given in elementary charges:
1 C 0.1480
2 C -0.1912
3 C -0.7999
4 S 0.7565
5 C -0.2154
6 C 0.0186
7 H 0.0419
8 H 0.1043
9 H 0.0736
10 H 0.0636

Molecular formula: CF3I2P
Method: DFT, wB97M-V/def2-TZVPD

As for the HOMO energy (spin up / spin down): -9.72 / -8.35 eV. As for the strongest force on any atom: 1.79 eV/Å. For the HOMO-LUMO gap (spin up / spin down), the calculation gives 0.292 / 0.275 Ha. For the LUMO energy (spin up / spin down), the calculation gives -1.78 / -0.87 eV. Its net charge is 0.

Structure (XYZ):
```
7
Properties=species:S:1:pos:R:3:forces:R:3
C -1.626 -0.233 0.142 0.707 0.630 -1.219
F -2.793 -0.518 -0.454 0.578 0.053 1.624
F -1.539 -0.173 1.477 -0.981 0.136 -1.487
F -1.164 0.889 -0.456 -0.388 -0.725 1.086
P 1.742 -0.058 -0.982 0.086 0.667 0.053
I 2.562 1.969 0.170 -0.189 -0.599 -0.246
I 2.818 -1.876 0.104 0.188 -0.162 0.189
```
Positions in Å, forces in eV/Å.

Computed Löwdin charges, given in elementary charges:
1 C -0.3636
2 F 0.1184
3 F 0.1236
4 F 0.0313
5 P -0.2759
6 I 0.1596
7 I 0.2065

Molecular formula: CH3NO4
Method: DFT, wB97M-V/def2-TZVPD

As for the HOMO energy: -10.22 eV. As for the strongest force on any atom: 2.35 eV/Å. For the HOMO-LUMO gap, the calculation gives 0.372 Ha. For the LUMO energy, the calculation gives -0.11 eV. Its net charge is 0.

Structure (XYZ):
```
9
Properties=species:S:1:pos:R:3:forces:R:3
C -0.528 -1.101 0.104 -1.073 1.786 0.960
N 0.185 1.674 -0.066 0.967 -1.689 -1.204
O 0.169 1.392 -1.265 -0.471 0.145 -0.163
O 0.562 2.699 0.398 -0.122 1.297 0.515
O 0.563 -1.780 0.309 1.182 0.682 -1.454
O -0.070 0.704 0.776 -1.019 -1.939 0.847
H -0.932 -0.605 -0.825 1.151 -1.006 0.679
H -1.259 -1.501 0.846 0.257 1.050 -0.651
H 1.309 -1.484 -0.277 -0.871 -0.327 0.470
```
Positions in Å, forces in eV/Å.

Computed Löwdin charges, given in elementary charges:
1 C -0.0023
2 N -0.5512
3 O 0.0055
4 O 0.1003
5 O 0.0665
6 O -0.0500
7 H 0.1302
8 H 0.1363
9 H 0.1647